ORCA calculation (wB97M-V/def2-TZVPD) on a cluster of 13 separate species, C43H89Br6N3O17 in total at a distorted geometry.

The HOMO energy comes out at -9.0150 eV.

Each atom is followed by the atoms it is bonded to, with distances in Å.
Positions of all 158 atoms, in Å:
1 O -0.325 -6.472 -2.276  C2 1.226
2 C 0.802 -6.707 -2.699  O1 1.226, O3 1.323, C6 1.542
3 O 1.350 -6.156 -3.769  C2 1.323, C4 1.541
4 C 0.468 -5.240 -4.638  O3 1.541, C5 1.530, H7 1.080, H8 1.084
5 C 1.429 -4.164 -5.148  C4 1.530, H9 1.077, H10 1.087, H11 1.104
6 C 1.771 -7.763 -2.130  C2 1.542, H12 1.043, H13 1.135, H14 1.099
7 H -0.346 -4.976 -3.977  C4 1.080
8 H 0.068 -5.825 -5.458  C4 1.084
9 H 2.405 -4.618 -5.183  C5 1.077
10 H 1.369 -3.279 -4.520  C5 1.087
11 H 1.197 -3.778 -6.156  C5 1.104
12 H 1.706 -8.571 -2.787  C6 1.043
13 H 1.485 -8.209 -1.127  C6 1.135
14 H 2.831 -7.477 -2.081  C6 1.099
15 O 5.150 -2.363 3.310  C16 1.215
16 C 4.064 -1.896 3.591  O15 1.215, O17 1.342, C20 1.512
17 O 3.452 -1.090 2.710  C16 1.342, C18 1.468
18 C 4.154 -0.852 1.443  O17 1.468, C19 1.510, H21 1.173, H22 1.106
19 C 5.105 0.304 1.639  C18 1.510, H23 1.070, H24 1.065, H25 1.136
20 C 3.364 -2.093 4.916  C16 1.512, H26 1.069, H27 1.065, H28 1.086
21 H 3.206 -0.599 0.801  C18 1.173
22 H 4.695 -1.777 1.172  C18 1.106
23 H 5.657 0.614 0.776  C19 1.070
24 H 5.795 -0.010 2.387  C19 1.065
25 H 4.581 1.232 2.034  C19 1.136
26 H 3.956 -1.509 5.589  C20 1.069
27 H 3.326 -3.129 5.160  C20 1.065
28 H 2.359 -1.689 4.840  C20 1.086
29 O -1.527 4.321 -1.170  C30 1.229
30 C -0.817 4.875 -0.334  O29 1.229, O31 1.314, C34 1.501
31 O 0.429 5.264 -0.486  C30 1.314, C32 1.434
32 C 1.156 5.143 -1.716  O31 1.434, C33 1.572, H35 1.062, H36 1.099
33 C 1.732 3.680 -1.721  C32 1.572, H37 1.054, H38 1.077, H39 1.087
34 C -1.366 4.986 1.059  C30 1.501, H40 1.126, H41 1.096, H42 1.094
35 H 1.875 5.921 -1.638  C32 1.062
36 H 0.451 5.346 -2.534  C32 1.099
37 H 2.286 3.460 -0.851  C33 1.054
38 H 2.401 3.477 -2.540  C33 1.077
39 H 0.835 3.086 -1.874  C33 1.087
40 H -0.981 4.176 1.739  C34 1.126
41 H -2.461 5.033 1.041  C34 1.096
42 H -1.006 5.945 1.442  C34 1.094
43 O -1.149 0.138 6.436  C44 1.218
44 C -0.638 -0.865 5.971  O43 1.218, O45 1.330, C48 1.482
45 O -0.017 -0.805 4.797  C44 1.330, C46 1.481
46 C -0.025 0.588 4.294  O45 1.481, C47 1.513, H49 1.098, H50 1.113
47 C 0.118 0.377 2.802  C46 1.513, H51 1.105, H52 1.104, H53 1.110
48 C -0.567 -2.206 6.597  C44 1.482, H54 1.128, H55 1.125, H56 1.053
49 H 0.759 1.213 4.740  C46 1.098
50 H -1.027 1.000 4.547  C46 1.113
51 H -0.762 -0.093 2.327  C47 1.105
52 H 0.993 -0.247 2.551  C47 1.104
53 H 0.271 1.392 2.379  C47 1.110
54 H -1.032 -2.149 7.623  C48 1.128
55 H 0.510 -2.528 6.635  C48 1.125
56 H -1.048 -2.885 5.951  C48 1.053
57 O 0.940 -5.515 1.691  C58 1.195
58 C 1.168 -4.658 2.493  O57 1.195, O59 1.305, C62 1.496
59 O 2.370 -4.361 2.906  C58 1.305, C60 1.454
60 C 3.520 -4.993 2.281  O59 1.454, C61 1.517, H63 1.057, H64 1.094
61 C 3.736 -4.641 0.821  C60 1.517, H65 1.140, H66 1.032, H67 1.124
62 C 0.121 -3.902 3.248  C58 1.496, H68 1.112, H69 1.096, H70 1.074
63 H 3.580 -6.035 2.443  C60 1.057
64 H 4.328 -4.508 2.836  C60 1.094
65 H 3.972 -3.527 0.769  C61 1.140
66 H 2.929 -4.838 0.209  C61 1.032
67 H 4.634 -5.178 0.410  C61 1.124
68 H -0.879 -4.380 3.158  C62 1.112
69 H 0.163 -2.857 2.923  C62 1.096
70 H 0.438 -3.889 4.274  C62 1.074
71 O 0.810 0.256 -1.220  C72 1.220
72 C -0.313 0.030 -0.801  O71 1.220, O73 1.301, C76 1.441
73 O -0.844 -1.157 -0.850  C72 1.301, C74 1.408
74 C -0.211 -2.205 -1.545  O73 1.408, C75 1.524, H77 1.049, H78 1.067
75 C 1.124 -2.718 -1.017  C74 1.524, H79 1.114, H80 1.059, H81 1.059
76 C -1.165 1.097 -0.339  C72 1.441, H82 1.083, H83 1.067, H84 1.110
77 H -0.075 -1.948 -2.554  C74 1.049
78 H -1.003 -2.913 -1.639  C74 1.067
79 H 0.947 -3.190 -0.024  C75 1.114
80 H 1.868 -1.969 -0.931  C75 1.059
81 H 1.429 -3.500 -1.662  C75 1.059
82 H -0.555 1.735 0.289  C76 1.083
83 H -1.904 0.741 0.343  C76 1.067
84 H -1.632 1.693 -1.150  C76 1.110
85 O -1.286 -2.817 -4.908  C86 1.188
86 C -2.328 -2.563 -4.397  O85 1.188, O87 1.343, C90 1.497
87 O -2.757 -1.291 -4.414  C86 1.343, C88 1.438
88 C -1.875 -0.361 -5.064  O87 1.438, C89 1.488, H91 1.106, H92 1.111
89 C -0.645 -0.026 -4.295  C88 1.488, H93 1.097, H94 1.106, H95 1.130
90 C -3.237 -3.497 -3.661  C86 1.497, H96 1.080, H97 1.095, H98 1.116
91 H -2.482 0.550 -5.217  C88 1.106
92 H -1.507 -0.713 -6.052  C88 1.111
93 H -0.978 0.279 -3.296  C89 1.097
94 H -0.193 0.891 -4.716  C89 1.106
95 H 0.122 -0.852 -4.218  C89 1.130
96 H -2.725 -4.381 -3.311  C90 1.080
97 H -4.069 -3.795 -4.308  C90 1.095
98 H -3.597 -2.941 -2.763  C90 1.116
99 Br -3.451 -1.165 3.849  C100 1.973
100 C -3.360 -1.183 1.878  Br99 1.973, C101 1.497, H103 1.077, H104 1.095
101 C -4.752 -1.348 1.351  C100 1.497, Br102 1.990, H105 1.112, H106 1.075
102 Br -4.827 -1.306 -0.637  C101 1.990
103 H -2.711 -1.977 1.546  C100 1.077
104 H -3.070 -0.214 1.459  C100 1.095
105 H -5.400 -0.504 1.672  C101 1.112
106 H -5.176 -2.306 1.590  C101 1.075
107 Br 4.173 0.154 -4.684  C108 1.980
108 C 2.824 1.191 -5.695  Br107 1.980, C109 1.471, H111 1.110, H112 1.113
109 C 3.509 1.986 -6.726  C108 1.471, Br110 2.001, H113 1.114, H114 1.109
110 Br 2.089 3.186 -7.463  C109 2.001
111 H 2.275 1.862 -5.001  C108 1.110
112 H 2.212 0.345 -6.082  C108 1.113
113 H 3.999 1.434 -7.560  C109 1.114
114 H 4.261 2.695 -6.324  C109 1.109
115 Br 8.532 1.534 -3.196  C116 1.964
116 C 7.683 -0.234 -3.099  Br115 1.964, C117 1.513, H119 1.072, H120 1.079
117 C 6.732 -0.285 -1.923  C116 1.513, Br118 2.032, H121 1.109, H122 1.099
118 Br 5.657 -2.000 -1.732  C117 2.032
119 H 8.464 -0.956 -2.969  C116 1.072
120 H 7.231 -0.542 -4.029  C116 1.079
121 H 5.932 0.464 -2.091  C117 1.109
122 H 7.218 -0.037 -0.969  C117 1.099
123 C -5.567 4.046 0.390  C124 1.496, H128 1.069, H129 1.097, H130 1.122
124 C -4.951 3.040 1.310  C123 1.496, O125 1.216, N126 1.386
125 O -4.408 2.046 0.868  C124 1.216
126 N -5.116 3.334 2.654  C124 1.386, C127 1.431, H131 0.993
127 C -4.570 2.548 3.718  N126 1.431, H132 1.120, H133 1.078, H134 1.171
128 H -5.611 3.638 -0.597  C123 1.069
129 H -5.018 4.993 0.321  C123 1.097
130 H -6.602 4.360 0.690  C123 1.122
131 H -5.666 4.138 2.849  N126 0.993
132 H -3.703 3.101 4.162  C127 1.120
133 H -4.269 1.599 3.307  C127 1.078
134 H -5.366 2.388 4.562  C127 1.171
135 C -3.147 4.967 -3.650  C136 1.519, H140 1.080, H141 1.092, H142 1.078
136 C -3.917 3.658 -3.710  C135 1.519, O137 1.227, N138 1.331
137 O -4.435 3.216 -4.730  C136 1.227
138 N -3.749 2.952 -2.595  C136 1.331, C139 1.478, H143 0.953
139 C -4.312 1.586 -2.539  N138 1.478, H144 1.080, H145 1.129, H146 1.076
140 H -3.427 5.609 -2.827  C135 1.080
141 H -3.355 5.595 -4.519  C135 1.092
142 H -2.095 4.878 -3.433  C135 1.078
143 H -3.304 3.291 -1.824  N138 0.953
144 H -5.185 1.510 -3.170  C139 1.080
145 H -4.668 1.463 -1.475  C139 1.129
146 H -3.629 0.771 -2.707  C139 1.076
147 C -1.561 3.263 6.467  C148 1.588, H152 1.093, H153 1.059, H154 1.108
148 C -1.585 4.298 5.263  C147 1.588, O149 1.203, N150 1.447
149 O -1.169 4.103 4.151  C148 1.203
150 N -2.051 5.614 5.644  C148 1.447, C151 1.431, H155 0.997
151 C -1.787 6.708 4.760  N150 1.431, H156 1.085, H157 1.070, H158 1.081
152 H -0.545 3.153 6.854  C147 1.093
153 H -1.890 2.309 6.148  C147 1.059
154 H -2.292 3.505 7.265  C147 1.108
155 H -2.421 5.806 6.550  N150 0.997
156 H -2.632 7.359 4.557  C151 1.085
157 H -1.499 6.344 3.796  C151 1.070
158 H -0.954 7.311 5.093  C151 1.081

ORCA calculation (wB97M-V/def2-TZVPD) on a cluster of 13 separate species, C43H89FO12PS in total at a distorted geometry.

The HOMO energy comes out at -10.1244 eV. As for the charge: +1.

Each atom is followed by the atoms it is bonded to, with distances in Å.
Positions of all 147 atoms, in Å:
1 C -5.177 0.383 3.503  C2 1.527, H11 1.073, H12 1.075, H13 1.074
2 C -5.525 1.156 2.233  C1 1.527, P3 1.830, H14 1.077, H15 1.081
3 P -4.781 2.828 2.255  C2 1.830, C4 1.844, S6 2.111
4 C -5.923 4.170 1.713  P3 1.844, C5 1.523, H16 1.080, H17 1.076
5 C -7.267 3.712 1.160  C4 1.523, H18 1.073, H19 1.075, H20 1.075
6 S -2.950 2.832 1.205  P3 2.111, C7 1.820, H21 1.342
7 C -3.041 3.294 -0.553  S6 1.820, C8 1.523, H22 1.077, H23 1.078
8 C -3.777 2.247 -1.379  C7 1.523, C9 1.528, H24 1.076, H25 1.077
9 C -3.646 0.789 -0.940  C8 1.528, F10 1.386, H26 1.074, H27 1.080
10 F -4.928 0.337 -0.670  C9 1.386
11 H -5.979 -0.298 3.712  C1 1.073
12 H -4.283 -0.198 3.366  C1 1.075
13 H -5.055 1.021 4.358  C1 1.074
14 H -6.592 1.194 2.094  C2 1.077
15 H -5.133 0.588 1.402  C2 1.081
16 H -5.398 4.832 1.040  C4 1.080
17 H -6.110 4.752 2.599  C4 1.076
18 H -7.928 3.430 1.957  C5 1.073
19 H -7.709 4.544 0.642  C5 1.075
20 H -7.181 2.894 0.467  C5 1.075
21 H -2.283 3.856 1.758  S6 1.342
22 H -2.027 3.414 -0.896  C7 1.077
23 H -3.527 4.250 -0.657  C7 1.078
24 H -3.394 2.327 -2.382  C8 1.076
25 H -4.824 2.488 -1.451  C8 1.077
26 H -3.291 0.178 -1.750  C9 1.074
27 H -2.979 0.602 -0.112  C9 1.080
28 C -1.882 -3.161 -1.346  C29 1.508, H32 1.088, H33 1.091, H34 1.090
29 C -1.038 -2.361 -0.385  C28 1.508, O30 1.218, C31 1.503
30 O -1.270 -1.183 -0.180  C29 1.218
31 C 0.075 -3.091 0.312  C29 1.503, H35 1.091, H36 1.091, H37 1.083
32 H -2.653 -2.525 -1.777  C28 1.088
33 H -1.258 -3.554 -2.150  C28 1.091
34 H -2.358 -3.990 -0.822  C28 1.090
35 H 0.775 -3.500 -0.419  C31 1.091
36 H -0.335 -3.906 0.910  C31 1.091
37 H 0.613 -2.414 0.965  C31 1.083
38 C -7.381 2.310 7.297  C39 1.508, H42 1.088, H43 1.091, H44 1.091
39 C -7.449 0.839 6.975  C38 1.508, O40 1.212, C41 1.503
40 O -6.736 0.341 6.132  C39 1.212
41 C -8.443 0.024 7.755  C39 1.503, H45 1.091, H46 1.091, H47 1.088
42 H -6.627 2.785 6.671  C38 1.088
43 H -8.348 2.778 7.108  C38 1.091
44 H -7.114 2.449 8.345  C38 1.091
45 H -9.451 0.403 7.584  C41 1.091
46 H -8.209 0.083 8.819  C41 1.091
47 H -8.395 -1.014 7.434  C41 1.088
48 C 2.198 4.597 -1.303  C49 1.508, H52 1.087, H53 1.092, H54 1.091
49 C 2.130 3.122 -1.610  C48 1.508, O50 1.205, C51 1.513
50 O 2.809 2.630 -2.475  C49 1.205
51 C 1.175 2.288 -0.785  C49 1.513, H55 1.093, H56 1.091, H57 1.087
52 H 2.918 5.072 -1.964  C48 1.087
53 H 1.219 5.057 -1.457  C48 1.092
54 H 2.512 4.750 -0.270  C48 1.091
55 H 0.154 2.653 -0.925  C51 1.093
56 H 1.443 2.348 0.271  C51 1.091
57 H 1.220 1.248 -1.099  C51 1.087
58 C 7.159 2.313 -4.015  C59 1.508, H62 1.083, H63 1.088, H64 1.089
59 C 6.945 1.925 -2.573  C58 1.508, O60 1.209, C61 1.509
60 O 7.682 2.301 -1.691  C59 1.209
61 C 5.757 1.041 -2.285  C59 1.509, H65 1.091, H66 1.091, H67 1.088
62 H 8.034 2.944 -4.102  C58 1.083
63 H 7.307 1.420 -4.620  C58 1.088
64 H 6.291 2.860 -4.382  C58 1.089
65 H 5.855 0.099 -2.827  C61 1.091
66 H 4.842 1.549 -2.588  C61 1.091
67 H 5.707 0.829 -1.219  C61 1.088
68 C 4.123 -4.094 3.692  C69 1.505, H72 1.087, H73 1.092, H74 1.090
69 C 2.716 -3.836 3.223  C68 1.505, O70 1.211, C71 1.507
70 O 2.492 -3.437 2.102  C69 1.211
71 C 1.610 -4.080 4.217  C69 1.507, H75 1.092, H76 1.089, H77 1.088
72 H 4.818 -3.880 2.885  C68 1.087
73 H 4.359 -3.452 4.543  C68 1.092
74 H 4.226 -5.140 3.983  C68 1.090
75 H 1.746 -3.429 5.083  C71 1.092
76 H 1.618 -5.122 4.532  C71 1.089
77 H 0.650 -3.857 3.755  C71 1.088
78 C 3.464 0.737 -7.625  C79 1.508, H82 1.087, H83 1.091, H84 1.091
79 C 2.662 0.247 -6.445  C78 1.508, O80 1.210, C81 1.506
80 O 1.915 -0.700 -6.536  C79 1.210
81 C 2.834 0.987 -5.145  C79 1.506, H85 1.090, H86 1.091, H87 1.085
82 H 3.247 0.118 -8.492  C78 1.087
83 H 3.200 1.771 -7.852  C78 1.091
84 H 4.531 0.678 -7.403  C78 1.091
85 H 2.544 2.032 -5.255  C81 1.090
86 H 3.874 0.931 -4.819  C81 1.091
87 H 2.206 0.531 -4.386  C81 1.085
88 C -7.197 -1.512 0.321  C89 1.511, H92 1.087, H93 1.091, H94 1.091
89 C -8.326 -2.182 1.068  C88 1.511, O90 1.205, C91 1.510
90 O -9.470 -1.836 0.915  C89 1.205
91 C -7.956 -3.300 2.014  C89 1.510, H95 1.091, H96 1.091, H97 1.087
92 H -7.603 -0.734 -0.319  C88 1.087
93 H -6.497 -1.062 1.027  C88 1.091
94 H -6.669 -2.239 -0.297  C88 1.091
95 H -7.285 -2.928 2.790  C91 1.091
96 H -7.464 -4.105 1.467  C91 1.091
97 H -8.856 -3.689 2.482  C91 1.087
98 C 1.038 -8.937 3.623  C99 1.508, H102 1.087, H103 1.091, H104 1.091
99 C 1.817 -8.005 2.729  C98 1.508, O100 1.211, C101 1.505
100 O 2.314 -6.994 3.172  C99 1.211
101 C 1.935 -8.405 1.282  C99 1.505, H105 1.091, H106 1.091, H107 1.087
102 H 1.025 -8.543 4.637  C98 1.087
103 H 0.012 -9.029 3.265  C98 1.091
104 H 1.506 -9.922 3.633  C98 1.091
105 H 0.944 -8.477 0.833  C101 1.091
106 H 2.439 -9.370 1.207  C101 1.091
107 H 2.512 -7.661 0.739  C101 1.087
108 C 8.069 5.173 -7.116  C109 1.502, H112 1.089, H113 1.097, H114 1.092
109 C 7.743 3.752 -7.479  C108 1.502, O110 1.212, C111 1.508
110 O 7.597 2.895 -6.635  C109 1.212
111 C 7.611 3.440 -8.949  C109 1.508, H115 1.091, H116 1.091, H117 1.088
112 H 8.137 5.263 -6.034  C108 1.089
113 H 9.031 5.450 -7.564  C108 1.097
114 H 7.287 5.842 -7.480  C108 1.092
115 H 8.548 3.663 -9.461  C111 1.091
116 H 6.810 4.037 -9.388  C111 1.091
117 H 7.378 2.385 -9.077  C111 1.088
118 C 13.108 4.781 -8.824  C119 1.507, H122 1.087, H123 1.091, H124 1.091
119 C 11.990 5.204 -7.908  C118 1.507, O120 1.210, C121 1.507
120 O 10.894 5.486 -8.338  C119 1.210
121 C 12.293 5.262 -6.432  C119 1.507, H125 1.091, H126 1.091, H127 1.087
122 H 12.756 4.783 -9.852  C118 1.087
123 H 13.945 5.475 -8.735  C118 1.091
124 H 13.443 3.776 -8.564  C118 1.091
125 H 13.097 5.975 -6.245  C121 1.091
126 H 12.594 4.277 -6.075  C121 1.091
127 H 11.406 5.579 -5.890  C121 1.087
128 C -8.010 2.019 13.214  C129 1.507, H132 1.087, H133 1.091, H134 1.091
129 C -8.537 1.147 12.104  C128 1.507, O130 1.209, C131 1.508
130 O -8.342 1.418 10.941  C129 1.209
131 C -9.318 -0.078 12.506  C129 1.508, H135 1.091, H136 1.091, H137 1.087
132 H -7.470 2.861 12.789  C128 1.087
133 H -8.837 2.396 13.817  C128 1.091
134 H -7.332 1.447 13.849  C128 1.091
135 H -10.199 0.212 13.080  C131 1.091
136 H -8.695 -0.737 13.112  C131 1.091
137 H -9.638 -0.614 11.616  C131 1.087
138 C 2.647 -4.386 -2.795  C139 1.506, H142 1.089, H143 1.091, H144 1.088
139 C 2.008 -5.748 -2.844  C138 1.506, O140 1.206, C141 1.507
140 O 1.789 -6.370 -1.833  C139 1.206
141 C 1.658 -6.294 -4.205  C139 1.507, H145 1.091, H146 1.091, H147 1.087
142 H 2.850 -4.114 -1.760  C138 1.089
143 H 3.587 -4.396 -3.349  C138 1.091
144 H 1.978 -3.648 -3.233  C138 1.088
145 H 2.559 -6.381 -4.814  C141 1.091
146 H 0.951 -5.630 -4.704  C141 1.091
147 H 1.209 -7.277 -4.095  C141 1.087

no.,DFT total energy (a.u.),gap between HOMO and LUMO (eV)
1,-18579.318075,9.35
2,-3433.789955,7.37